77
Properties=species:S:1:pos:R:3 method="wB97M-V/def2-TZVPD" total_charge=-1 homo_energy_ev=-4.5 e_tot_ev=-49498.28504 multiplicity=1
C 5.190 4.186 2.314
C 5.979 3.586 1.009
I 6.142 5.295 -0.419
C 5.183 2.409 0.191
N 4.047 1.756 0.947
C 2.899 1.346 0.051
B 1.478 1.687 0.875
O 1.161 0.751 1.989
N 0.616 2.851 0.424
C 1.428 4.029 -0.071
C -0.426 3.246 1.447
C 2.941 -0.291 -0.284
O 2.296 -0.693 -1.406
O 3.662 -1.287 0.527
H 4.535 5.139 2.025
H 4.586 3.402 2.938
H 6.030 4.610 3.049
H 7.089 3.301 1.282
H 5.989 1.557 -0.030
H 4.870 2.818 -0.878
H 4.363 0.993 1.585
H 2.915 1.865 -1.022
H 1.440 1.261 2.822
H 0.864 5.057 -0.038
H 2.508 4.110 0.430
H 1.650 3.815 -1.223
H -0.197 2.908 2.546
H -1.467 2.839 1.038
H -0.559 4.432 1.496
C 1.707 -8.919 1.165
O 1.082 -8.069 0.212
C 0.252 -7.069 0.817
C 0.843 -5.671 0.570
N 2.076 -5.478 1.341
C 2.811 -4.262 0.969
C 3.408 -4.210 -0.451
O 4.459 -5.154 -0.668
C 4.020 -6.435 -1.103
H 2.234 -9.709 0.624
H 2.437 -8.362 1.759
H 0.963 -9.382 1.820
H 0.091 -7.255 1.886
H -0.722 -7.129 0.323
H 0.110 -4.914 0.864
H 1.032 -5.574 -0.503
H 2.688 -6.277 1.196
H 3.635 -4.165 1.685
H 2.162 -3.392 1.120
H 3.869 -3.222 -0.570
H 2.646 -4.279 -1.234
H 3.112 -6.380 -1.710
H 3.864 -7.088 -0.242
H 4.814 -6.877 -1.708
C -6.393 0.313 -0.499
O -7.018 1.163 -1.452
C -7.848 2.163 -0.847
C -7.257 3.561 -1.094
N -6.024 3.754 -0.323
C -5.289 4.970 -0.695
C -4.692 5.022 -2.115
O -3.641 4.078 -2.332
C -4.080 2.797 -2.767
H -5.866 -0.476 -1.040
H -5.663 0.870 0.095
H -7.137 -0.150 0.156
H -8.009 1.977 0.222
H -8.822 2.103 -1.341
H -7.990 4.318 -0.800
H -7.068 3.658 -2.167
H -5.412 2.955 -0.468
H -4.465 5.067 0.021
H -5.938 5.840 -0.545
H -4.231 6.010 -2.234
H -5.454 4.953 -2.899
H -4.988 2.852 -3.375
H -4.236 2.144 -1.907
H -3.286 2.355 -3.373